43
Properties=species:S:1:pos:R:3:forces:R:3 method="wB97M-V/def2-TZVPD" lumo_energy_ev="2.853 / 2.801" multiplicity=6 total_charge=-1 homo_energy_ev="-0.7553 / -2.9927"
Fe -0.2276 -0.4041 0.6273 -0.90 -0.85 -0.02
O -1.0868 -2.2929 0.1064 0.49 1.09 0.89
C -1.9887 -2.6796 1.0836 -0.09 1.64 0.13
C -2.2358 -1.6286 2.3424 1.40 0.02 -0.33
O -1.5170 -0.4110 2.3497 0.52 -0.42 -1.80
H -1.7567 -3.6690 1.4777 0.11 -0.38 0.43
H -2.9638 -2.7483 0.6014 -0.75 -0.32 -0.02
H -1.9428 -2.0992 3.2808 -0.19 -0.81 0.28
H -3.3047 -1.4276 2.4154 -0.55 -0.02 -0.12
N 1.3360 -0.1896 -0.8396 0.82 -0.55 -0.69
C 1.3003 -0.9941 -1.9863 -0.16 0.55 -0.92
C 2.2198 -0.9816 -3.0266 -1.48 0.18 2.03
C 3.4356 -0.2913 -2.8308 0.47 -0.86 -1.72
C 3.6208 0.4073 -1.6640 -2.18 0.98 1.77
C 2.5312 0.5196 -0.7373 1.87 -0.26 -1.25
H 0.4065 -1.5890 -2.1037 -0.28 -0.03 0.20
H 1.9753 -1.4388 -3.9740 0.05 -0.39 0.10
H 4.1170 -0.4739 -3.6486 0.78 0.59 0.26
H 4.4741 1.0425 -1.4771 0.27 -0.10 0.04
H 2.6958 1.1933 0.0907 -0.34 -0.07 0.29
N -1.6548 0.6684 -0.7646 -0.50 1.75 -1.35
C -1.2925 1.6667 -1.6500 -1.14 -1.11 1.13
C -2.2090 2.4680 -2.3588 0.64 -1.27 0.94
C -3.5611 2.2270 -2.1325 0.76 0.34 -0.21
C -3.9161 1.2361 -1.2210 -1.45 1.73 -0.81
C -2.9913 0.4980 -0.5820 2.20 -0.74 0.64
H -0.2345 1.8552 -1.7569 0.24 -0.33 0.03
H -1.7393 3.2032 -2.9953 -0.57 0.22 -0.24
H -4.3008 2.8387 -2.6277 -0.20 -0.02 0.03
H -4.9470 1.1962 -0.9014 -0.18 -0.43 -0.21
H -3.3093 -0.2358 0.1439 0.37 -0.19 0.14
C 1.0781 2.2431 2.3487 0.55 0.58 -0.82
O 0.3984 1.7672 1.1905 -0.11 -0.06 0.54
H 1.8340 1.4996 2.6016 -0.36 -0.10 0.28
H 1.6302 3.1385 2.0633 0.24 0.18 0.01
H 0.4423 2.5512 3.1788 -0.28 -0.58 0.03
H 0.0432 2.5007 0.6832 -0.08 -0.03 0.05
C 2.5330 -2.0324 1.9657 -0.45 -0.65 -0.52
O 1.3980 -1.1157 1.9483 2.07 -0.72 0.74
H 3.0981 -2.0407 1.0336 -0.37 0.62 -0.13
H 3.2439 -1.8877 2.7792 -0.14 0.67 0.16
H 2.1856 -3.0586 2.0859 -0.36 -0.07 -0.02
H 1.1828 -1.0306 2.8800 -0.75 0.23 0.02

49
Properties=species:S:1:pos:R:3:forces:R:3 method="wB97M-V/def2-TZVPD" lumo_energy_ev=-4.878 multiplicity=1 total_charge=+1 homo_energy_ev=-11.8965
Pd 0.1545 0.8101 0.6227 0.51 0.09 0.61
N 3.7927 0.0975 -0.7468 -0.01 0.10 0.01
C 3.2243 1.0942 -0.0964 -0.13 0.01 0.10
N 3.7646 1.6009 0.9963 -0.06 -0.09 0.02
S 1.7721 1.8356 -0.7313 0.10 0.12 -0.62
H 4.5953 -0.3939 -0.3821 0.00 -0.02 0.00
H 3.3137 -0.3084 -1.5382 0.00 0.03 0.01
H 4.6227 1.2462 1.3905 -0.02 -0.02 0.03
H 3.2680 2.3343 1.4887 0.06 0.03 0.02
N -1.0795 4.0154 0.5623 0.12 -0.08 0.07
C -0.2186 3.6908 1.4392 0.12 -0.15 -0.22
O 0.2305 2.4746 1.6470 -0.31 -0.03 0.41
C 0.3924 4.7098 2.3813 -0.04 0.17 0.18
I 2.0662 4.1095 3.5538 0.05 -0.09 -0.11
H -2.1353 2.0290 0.7553 -0.02 0.02 0.10
H -1.2515 5.0167 0.5956 -0.07 -0.02 -0.08
H -0.3516 5.0257 3.1078 -0.03 0.02 -0.04
H 0.7220 5.5704 1.8080 -0.02 0.03 0.01
C -3.7833 0.8691 -2.2464 -0.12 -0.01 0.11
Ge -1.9246 1.0652 -1.6992 0.25 -0.03 -0.25
C -0.9236 -0.5211 -2.2472 -0.01 -0.03 -0.02
C -1.1736 2.7133 -2.3896 -0.04 0.05 -0.15
C -1.9965 1.0635 0.2816 0.18 0.23 -0.37
H -3.7974 0.8022 -3.3351 -0.02 0.00 0.01
H -4.3800 1.7275 -1.9416 0.00 0.00 -0.01
H -4.2283 -0.0361 -1.8351 0.00 0.00 -0.02
H -1.1146 -0.7076 -3.3050 -0.03 -0.01 0.01
H -1.2477 -1.4018 -1.6876 0.00 0.00 -0.03
H 0.1524 -0.4075 -2.1288 -0.04 0.02 0.01
H -1.0060 2.6007 -3.4621 -0.02 -0.01 0.00
H -0.2336 2.9881 -1.9220 -0.01 0.01 0.02
H -1.8716 3.5322 -2.2248 0.00 -0.01 0.00
H -2.5974 0.2755 0.7138 -0.02 -0.03 0.02
O 3.1334 -2.6151 0.4727 0.13 -0.01 -0.05
S 1.8663 -2.4369 -0.1631 -0.18 0.02 0.01
O 1.8153 -2.1713 -1.5696 0.04 0.00 0.10
N 1.0487 -1.2223 0.6744 -0.38 -0.05 -0.26
C 0.0600 -1.7181 1.3836 0.13 0.15 -0.05
S -0.8817 -0.5322 2.1879 -0.12 -0.43 0.38
C -0.1533 -3.1696 1.2666 0.04 0.15 -0.02
C -1.1166 -3.9676 1.8558 -0.01 -0.04 0.02
C -1.1481 -5.3109 1.4997 0.01 0.01 0.00
C -0.2502 -5.8275 0.5710 -0.01 -0.02 -0.01
C 0.7227 -5.0257 -0.0219 0.01 0.00 0.07
C 0.7466 -3.7015 0.3516 -0.02 -0.10 -0.01
H -1.8236 -3.5593 2.5662 0.00 0.01 -0.01
H -1.8861 -5.9640 1.9446 0.00 0.00 -0.01
H -0.3119 -6.8725 0.2987 0.01 0.00 0.01
H 1.4217 -5.4268 -0.7429 0.00 0.00 0.00

52
Properties=species:S:1:pos:R:3:forces:R:3 method="wB97M-V/def2-TZVPD" lumo_energy_ev=-5.264 multiplicity=1 total_charge=+1 homo_energy_ev=-11.6470
Ru -0.0345 0.3438 0.0895 -0.48 0.52 0.20
C -3.3783 1.6489 0.0621 0.07 -0.04 0.00
P -2.4022 0.1342 0.0283 0.21 -0.17 -0.13
C -2.9058 -0.8535 -1.3985 -0.03 0.05 0.00
C -3.0138 -0.8145 1.4654 0.02 -0.03 0.01
C -1.9747 -1.8451 1.8834 0.01 0.00 -0.04
P -0.4169 -0.9347 2.0467 -0.02 -0.06 0.10
C -0.7324 0.2426 3.3967 -0.06 -0.04 -0.03
C 0.7671 -2.0686 2.7909 0.11 0.08 -0.03
H -4.3812 1.3779 0.3983 -0.01 0.01 -0.03
H -3.4065 2.0932 -0.9272 0.01 0.03 -0.02
H -2.9351 2.3610 0.7553 0.00 0.00 0.01
H -3.9670 -1.0914 -1.3140 0.00 0.00 -0.01
H -2.3234 -1.7745 -1.4303 -0.01 -0.01 0.00
H -2.7358 -0.2890 -2.3132 -0.02 -0.02 -0.01
H -3.9699 -1.2606 1.1863 0.01 -0.03 0.01
H -3.2096 -0.1124 2.2780 -0.02 0.00 -0.02
H -1.8459 -2.6324 1.1372 0.02 0.01 -0.01
H -2.2151 -2.3198 2.8363 -0.03 -0.01 -0.01
H -1.2103 -0.2860 4.2234 0.02 0.00 0.01
H -1.3699 1.0673 3.0832 0.03 0.02 0.01
H 0.2192 0.6383 3.7510 0.01 0.02 0.01
H 0.3980 -2.2835 3.7966 0.03 0.02 0.00
H 1.7463 -1.5960 2.8501 0.00 0.00 0.00
H 0.8577 -2.9735 2.2023 -0.03 -0.02 -0.01
N 1.0535 -0.5942 -3.0598 0.03 0.06 0.04
C 0.1425 0.4023 -2.9732 0.00 -0.11 -0.03
N -0.3236 1.0967 -3.9798 0.09 0.13 0.02
N -1.2002 1.9668 -3.4219 -0.18 -0.19 -0.09
N -1.2981 1.7999 -2.1683 0.13 0.18 0.15
N -0.4101 0.8144 -1.8016 0.07 0.07 0.05
C 1.3469 -1.4062 -1.9999 -0.07 0.05 0.04
N 2.1332 -2.4524 -2.0668 -0.23 -0.28 0.01
N 2.0738 -2.9965 -0.8354 0.40 0.20 -0.03
N 1.3487 -2.2931 -0.0561 -0.43 -0.11 0.03
N 0.8303 -1.2539 -0.7660 0.27 -0.17 -0.04
H 1.4425 -0.8234 -3.9620 -0.01 0.00 -0.01
O -0.5016 2.2150 0.8581 0.12 -0.13 -0.04
N 0.4179 2.7536 1.5676 -0.02 -0.01 -0.03
N 1.4127 2.0191 1.7828 -0.03 0.09 0.03
O 1.4695 0.7619 1.3015 0.02 -0.11 -0.12
C 2.5038 2.4394 2.6259 0.05 -0.02 0.02
C 3.6851 1.7193 2.5674 0.01 -0.03 -0.03
C 4.7399 2.1213 3.3726 -0.01 0.01 0.01
C 4.6042 3.2214 4.2060 0.00 -0.01 -0.01
C 3.4084 3.9282 4.2431 0.02 0.00 0.01
C 2.3406 3.5411 3.4533 -0.05 0.01 -0.01
H 3.7825 0.8725 1.9041 0.00 0.00 0.00
H 5.6713 1.5737 3.3384 0.00 0.00 0.00
H 5.4326 3.5306 4.8283 0.00 0.01 0.00
H 3.3034 4.7854 4.8936 0.00 0.00 0.00
H 1.4057 4.0818 3.4745 0.00 0.00 0.00

40
Properties=species:S:1:pos:R:3:forces:R:3 method="wB97M-V/def2-TZVPD" lumo_energy_ev=0.729 multiplicity=1 smiles="CCOCCCNC(=S)NCCc1ccccc1" homo_energy_ev=-7.8408
C -3.4536 -0.5890 1.8334 0.16 0.01 -0.42
C -2.7533 -0.7686 0.4959 -0.03 -0.07 0.17
O -3.1278 0.2974 -0.3523 -0.12 0.07 0.30
C -2.6161 0.2258 -1.6622 0.29 0.00 -0.34
C -1.1571 0.6847 -1.7721 -0.45 0.13 0.32
H -0.5064 0.0219 -1.1973 0.04 0.00 -0.04
H -0.8440 0.6237 -2.8148 0.07 -0.03 -0.04
C -1.0141 2.1237 -1.2541 -0.11 -0.42 0.07
N 0.3544 2.5125 -1.0186 -0.11 -0.01 -0.12
C 1.1455 2.1263 0.0096 -0.09 0.31 -0.16
N 0.5876 1.4610 1.0389 -0.49 0.00 -0.29
H -0.3805 1.1873 0.9716 -0.01 0.04 -0.05
C 1.3394 0.9272 2.1458 0.13 -0.25 0.39
H 0.8835 1.2570 3.0855 0.10 0.01 -0.06
H 2.3437 1.3492 2.0727 -0.18 -0.03 0.09
C 1.4008 -0.6082 2.1096 0.04 0.25 -0.08
C 1.8863 -1.1011 0.7729 -0.05 -0.13 0.08
C 1.0622 -1.8597 -0.0473 0.01 -0.03 0.06
C 1.4859 -2.2620 -1.3029 -0.06 -0.06 -0.10
C 2.7451 -1.9088 -1.7532 0.01 -0.04 -0.09
C 3.5830 -1.1702 -0.9343 0.07 -0.02 0.00
C 3.1586 -0.7729 0.3197 -0.02 -0.09 0.02
H 3.8178 -0.1922 0.9463 0.05 0.09 0.05
H 4.5693 -0.8952 -1.2761 0.09 0.03 -0.04
H 3.0741 -2.2129 -2.7359 0.04 -0.03 -0.08
H 0.8283 -2.8484 -1.9290 -0.04 -0.05 -0.05
H 0.0809 -2.1544 0.3022 -0.07 0.01 0.04
H 2.0764 -0.9393 2.9011 -0.07 -0.03 0.09
H 0.4093 -1.0193 2.3178 0.02 -0.06 0.04
S 2.7425 2.5658 -0.0287 0.85 0.31 -0.08
H 0.8632 2.9295 -1.7829 0.04 -0.02 0.20
H -1.4375 2.8200 -1.9808 -0.02 0.02 0.12
H -1.5919 2.2288 -0.3298 0.00 0.08 -0.12
H -2.7156 -0.7958 -2.0558 -0.06 0.09 0.00
H -3.2522 0.8923 -2.2515 0.02 -0.11 -0.05
H -1.6634 -0.7820 0.6428 -0.05 -0.05 -0.05
H -3.0430 -1.7270 0.0373 0.09 0.08 0.02
H -3.1853 -1.3995 2.5056 0.01 -0.07 0.10
H -3.1662 0.3582 2.2822 0.03 0.09 0.09
H -4.5299 -0.5861 1.6885 -0.12 -0.01 0.03

Question: Among the records above, which one has the highest multiplicity?
Answer: C14H22FeN2O4

Question: The highest multiplicity belongs to which entry?
Answer: C14H22FeN2O4

Repeat the third record exactly.
52
Properties=species:S:1:pos:R:3:forces:R:3 method="wB97M-V/def2-TZVPD" lumo_energy_ev=-5.264 multiplicity=1 total_charge=+1 homo_energy_ev=-11.6470
Ru -0.0345 0.3438 0.0895 -0.48 0.52 0.20
C -3.3783 1.6489 0.0621 0.07 -0.04 0.00
P -2.4022 0.1342 0.0283 0.21 -0.17 -0.13
C -2.9058 -0.8535 -1.3985 -0.03 0.05 0.00
C -3.0138 -0.8145 1.4654 0.02 -0.03 0.01
C -1.9747 -1.8451 1.8834 0.01 0.00 -0.04
P -0.4169 -0.9347 2.0467 -0.02 -0.06 0.10
C -0.7324 0.2426 3.3967 -0.06 -0.04 -0.03
C 0.7671 -2.0686 2.7909 0.11 0.08 -0.03
H -4.3812 1.3779 0.3983 -0.01 0.01 -0.03
H -3.4065 2.0932 -0.9272 0.01 0.03 -0.02
H -2.9351 2.3610 0.7553 0.00 0.00 0.01
H -3.9670 -1.0914 -1.3140 0.00 0.00 -0.01
H -2.3234 -1.7745 -1.4303 -0.01 -0.01 0.00
H -2.7358 -0.2890 -2.3132 -0.02 -0.02 -0.01
H -3.9699 -1.2606 1.1863 0.01 -0.03 0.01
H -3.2096 -0.1124 2.2780 -0.02 0.00 -0.02
H -1.8459 -2.6324 1.1372 0.02 0.01 -0.01
H -2.2151 -2.3198 2.8363 -0.03 -0.01 -0.01
H -1.2103 -0.2860 4.2234 0.02 0.00 0.01
H -1.3699 1.0673 3.0832 0.03 0.02 0.01
H 0.2192 0.6383 3.7510 0.01 0.02 0.01
H 0.3980 -2.2835 3.7966 0.03 0.02 0.00
H 1.7463 -1.5960 2.8501 0.00 0.00 0.00
H 0.8577 -2.9735 2.2023 -0.03 -0.02 -0.01
N 1.0535 -0.5942 -3.0598 0.03 0.06 0.04
C 0.1425 0.4023 -2.9732 0.00 -0.11 -0.03
N -0.3236 1.0967 -3.9798 0.09 0.13 0.02
N -1.2002 1.9668 -3.4219 -0.18 -0.19 -0.09
N -1.2981 1.7999 -2.1683 0.13 0.18 0.15
N -0.4101 0.8144 -1.8016 0.07 0.07 0.05
C 1.3469 -1.4062 -1.9999 -0.07 0.05 0.04
N 2.1332 -2.4524 -2.0668 -0.23 -0.28 0.01
N 2.0738 -2.9965 -0.8354 0.40 0.20 -0.03
N 1.3487 -2.2931 -0.0561 -0.43 -0.11 0.03
N 0.8303 -1.2539 -0.7660 0.27 -0.17 -0.04
H 1.4425 -0.8234 -3.9620 -0.01 0.00 -0.01
O -0.5016 2.2150 0.8581 0.12 -0.13 -0.04
N 0.4179 2.7536 1.5676 -0.02 -0.01 -0.03
N 1.4127 2.0191 1.7828 -0.03 0.09 0.03
O 1.4695 0.7619 1.3015 0.02 -0.11 -0.12
C 2.5038 2.4394 2.6259 0.05 -0.02 0.02
C 3.6851 1.7193 2.5674 0.01 -0.03 -0.03
C 4.7399 2.1213 3.3726 -0.01 0.01 0.01
C 4.6042 3.2214 4.2060 0.00 -0.01 -0.01
C 3.4084 3.9282 4.2431 0.02 0.00 0.01
C 2.3406 3.5411 3.4533 -0.05 0.01 -0.01
H 3.7825 0.8725 1.9041 0.00 0.00 0.00
H 5.6713 1.5737 3.3384 0.00 0.00 0.00
H 5.4326 3.5306 4.8283 0.00 0.01 0.00
H 3.3034 4.7854 4.8936 0.00 0.00 0.00
H 1.4057 4.0818 3.4745 0.00 0.00 0.00